Record 1
# C2H18N2O5

A 6-piece molecular cluster, C2H18N2O5 overall at a distorted geometry (ωB97M-V/def2-TZVPD, the Open Molecules 2025 dataset).

Each line ends with the Mulliken charge.
Element x y z (Å)
O (-1.22, 1.39, 1.59)  -0.667
O (-2.18, -2.72, -1.08)  -0.625
O (0.34, 2.49, -0.98)  -0.814
O (-2.00, 0.81, -1.30)  -0.608
O (0.04, 0.87, -2.98)  -0.789
N (1.86, 0.88, 1.13)  -0.531
N (0.01, -1.99, 0.21)  -0.527
C (1.48, -0.49, 1.53)  -0.490
C (1.34, -1.39, 0.29)  -0.553
H (0.19, 0.24, -2.26)  0.359
H (-0.67, -1.26, 0.40)  0.333
H (2.20, -2.04, 0.21)  0.399
H (-1.27, 1.15, 2.51)  0.307
H (2.80, 0.84, 0.76)  0.205
H (1.45, -0.78, -0.62)  0.142
H (-2.34, -2.82, -0.14)  0.301
H (-2.35, -1.79, -1.25)  0.311
H (0.84, 2.12, -0.25)  0.360
H (2.27, -0.96, 2.13)  0.305
H (0.28, 1.94, -1.81)  0.440
H (-0.06, -2.59, 1.03)  0.242
H (-2.81, 1.24, -1.01)  0.273
H (1.82, 1.60, 1.85)  0.247
H (-0.34, 1.64, 1.30)  0.227
H (-1.34, 1.10, -0.63)  0.354
H (-0.93, 0.93, -2.79)  0.460
H (0.60, -0.40, 2.15)  0.335

Properties
Energy relative to the best compared isomer or geometry (same formula, charge and spin) ... 66.2 kJ/mol
SMILES ... NCCN.O.O.O.O.O

---

Record 2
# C2H5ClOS

A 2-piece molecular cluster, C2H5ClOS overall at a distorted geometry (ωB97M-V/def2-TZVPD, the Open Molecules 2025 dataset).

Each line ends with the Mulliken charge.
Element x y z (Å)
Cl (0.78, 0.17, 2.20)  -0.194
S (-1.80, -0.15, 0.91)  -0.184
O (0.32, -1.53, 0.30)  -0.410
C (-0.05, -0.30, 0.65)  0.162
C (0.67, 0.93, -0.93)  -0.862
H (-0.04, 1.70, -0.91)  0.361
H (1.79, 1.20, -0.80)  0.286
H (-0.22, -2.19, 0.78)  0.388
H (0.59, 0.21, -1.74)  0.304
H (-2.05, -0.03, -0.46)  0.150

Properties
Energy relative to the best compared isomer or geometry (same formula, charge and spin) ... 191.6 kJ/mol

---

Record 3
# C35H24BrClIMnO2P

C35H24BrClIMnO2P as an isolated structure at a distorted geometry (ωB97M-V/def2-TZVPD, the Open Molecules 2025 dataset).

Each line ends with the Löwdin spin population.
Element x y z (Å)
I (-3.52, 2.90, 0.48)  -0.031
Br (-3.68, -2.31, 7.37)  0.001
Mn (-0.87, 1.52, 0.30)  4.143
Cl (2.03, 0.97, 2.88)  -0.001
P (1.28, 0.12, 0.02)  -0.045
O (-0.97, 1.42, 2.29)  0.038
O (-1.99, -0.27, 1.10)  0.065
C (2.20, -0.79, -2.57)  -0.002
C (-2.54, 1.22, -3.59)  -0.008
C (2.13, -3.00, 3.31)  -0.003
C (2.07, -3.42, 2.02)  0.000
C (1.95, -2.49, 0.95)  -0.004
C (-1.44, 1.29, -4.46)  0.047
C (1.21, -0.78, -1.57)  -0.001
C (-1.06, 1.71, -1.66)  -0.204
C (0.68, -2.14, -3.91)  -0.002
C (1.72, -1.14, 1.24)  -0.009
C (-3.13, -1.44, 5.82)  0.002
C (-0.29, -2.05, -2.97)  0.000
C (3.89, 3.26, -0.20)  0.000
C (1.91, -1.47, -3.74)  0.000
C (-2.72, -1.65, 3.47)  0.002
C (-3.82, 0.86, -4.05)  0.011
C (-2.06, -0.39, 3.50)  0.002
C (-2.61, -0.15, 5.89)  0.000
C (-3.57, 2.02, -1.50)  -0.008
C (2.83, 1.10, -0.13)  -0.005
C (2.11, -1.63, 3.63)  0.001
C (2.73, 2.52, 0.00)  0.005
C (-3.34, -2.11, 4.57)  0.000
C (-4.95, 1.12, -3.31)  -0.006
C (-2.14, 0.40, 4.69)  0.002
C (1.99, -0.72, 2.51)  -0.004
C (-0.05, 1.91, -2.55)  0.020
C (-2.40, 1.67, -2.22)  -0.012
C (5.15, 2.65, -0.40)  0.000
C (-1.61, 0.27, 2.22)  0.014
C (4.08, 0.46, -0.26)  -0.002
C (-0.24, 1.78, -3.94)  -0.019
C (-4.81, 1.86, -2.13)  0.015
C (0.01, -1.49, -1.77)  -0.002
C (5.24, 1.30, -0.44)  -0.001
H (0.49, -2.68, -4.81)  0.000
H (2.19, -4.50, 1.81)  0.000
H (-1.25, -2.52, -3.22)  0.000
H (0.93, 2.35, -2.21)  -0.002
H (-1.68, 1.37, 4.76)  0.000
H (5.91, 3.36, -0.64)  0.000
H (-0.57, -1.72, -0.88)  0.000
H (-5.89, 0.86, -3.73)  -0.001
H (0.63, 1.96, -4.57)  -0.002
H (6.11, 0.74, -0.73)  0.000
H (2.12, -1.22, 4.60)  0.000
H (-2.48, 0.48, 6.80)  0.000
H (3.85, 4.32, 0.03)  0.000
H (2.21, -2.85, -0.03)  0.000
H (4.03, -0.58, -0.35)  0.000
H (-2.56, -2.30, 2.60)  0.000
H (1.72, 2.91, 0.07)  0.006
H (-5.68, 2.23, -1.56)  0.000
H (-3.95, -2.97, 4.55)  0.000
H (3.13, -0.24, -2.38)  0.000
H (2.66, -1.51, -4.48)  0.000
H (-3.87, 0.41, -5.12)  0.000
H (-1.54, 0.99, -5.52)  0.002
H (2.08, -3.77, 4.11)  0.000

Properties
⟨S²⟩ ... 6.2603
Charge ... +1
Energy relative to the best compared isomer or geometry (same formula, charge and spin) ... 143.2 kJ/mol
Spin multiplicity ... 5

---

Record 4
# C35H50F36N9O27S12

C35H50F36N9O27S12 as an isolated structure at a distorted geometry (ωB97M-V/def2-TZVPD, the Open Molecules 2025 dataset).

Each line ends with the Mulliken charge.
Element x y z (Å)
S (-2.24, 4.95, 1.84)  1.211
S (4.08, 1.41, -1.39)  1.060
S (1.90, -4.95, 3.52)  1.158
S (-2.67, 7.09, 0.01)  0.929
S (1.46, 0.20, 9.16)  0.977
S (4.56, 4.16, -1.42)  1.085
S (3.40, -1.47, -6.99)  1.037
S (2.17, -6.29, 1.06)  1.105
S (-10.79, -0.73, -5.51)  1.039
S (-9.88, 0.29, -2.92)  0.966
S (0.70, -1.77, -6.77)  1.233
S (-1.06, 1.35, 9.74)  1.070
F (1.60, -1.61, 10.96)  -0.242
F (-11.40, -1.58, -1.84)  -0.231
F (-9.68, -0.97, -0.69)  -0.236
F (1.15, -8.80, 0.61)  -0.234
F (0.98, -4.74, 5.87)  -0.215
F (3.09, -8.35, -0.22)  -0.246
F (-3.03, 6.36, 4.14)  -0.235
F (4.90, 3.68, -3.93)  -0.175
F (6.84, 3.79, -2.81)  -0.215
F (5.92, 0.86, -3.08)  -0.193
F (2.86, -8.69, 1.92)  -0.201
F (3.08, -1.80, 9.44)  -0.258
F (0.54, -2.37, -9.33)  -0.229
F (-8.53, -1.09, -6.88)  -0.219
F (-10.40, -0.86, -8.00)  -0.229
F (-0.52, 7.57, -1.36)  -0.229
F (5.32, -0.12, -5.66)  -0.236
F (-9.33, -2.26, -2.36)  -0.248
F (-3.17, 1.51, 8.17)  -0.236
F (-0.30, -0.42, -8.76)  -0.235
F (-0.23, -6.02, 4.57)  -0.237
F (-1.02, 6.84, 3.33)  -0.253
F (4.72, -0.82, -2.36)  -0.086
F (4.86, 0.77, -7.58)  -0.268
F (-1.52, 4.95, 4.41)  -0.200
F (1.12, -2.52, 9.07)  -0.219
F (3.48, 0.93, -6.00)  -0.207
F (6.33, 0.04, -1.14)  -0.225
F (-0.43, 8.49, 0.61)  -0.224
F (-1.91, -0.23, 7.82)  -0.248
F (-9.39, 0.86, -7.18)  -0.252
F (1.65, -6.73, 5.51)  -0.220
F (-1.31, 1.70, 7.06)  -0.157
F (-1.37, -2.27, -8.38)  -0.207
F (-1.70, 9.37, -0.96)  -0.250
F (5.62, 5.61, -3.14)  -0.199
O (3.42, 0.60, -0.39)  -0.336
O (-1.25, 3.89, 1.88)  -0.720
O (0.97, -6.04, 0.31)  -0.449
O (3.18, -4.51, 3.98)  -0.715
O (3.35, -5.74, 0.53)  -0.784
O (3.72, -2.30, -5.83)  -0.585
O (1.56, -5.04, -2.07)  -0.357
O (-3.18, 6.76, -1.29)  -0.651
O (5.23, 4.93, -0.41)  -0.703
O (-2.08, 1.01, 10.71)  -0.694
O (0.89, -4.01, 3.06)  -0.784
O (3.62, 1.31, 3.96)  -0.444
O (-0.55, 2.68, 9.73)  -0.651
O (-8.59, 0.78, -2.55)  -0.605
O (-0.14, -1.15, -5.77)  -0.581
O (0.88, -3.19, -6.61)  -0.688
O (-3.49, 7.74, 0.94)  -0.654
O (1.64, 0.18, 7.75)  -0.480
O (-11.93, 0.10, -5.64)  -0.658
O (-3.64, 4.65, 1.85)  -0.743
O (-11.00, -2.13, -5.54)  -0.668
O (3.33, 1.72, -2.58)  -0.692
O (-11.10, 0.99, -2.62)  -0.621
O (2.38, 1.03, 9.91)  -0.676
O (3.88, -1.96, -8.22)  -0.702
O (-1.86, 1.69, -3.81)  -0.570
O (3.25, 4.53, -1.82)  -0.692
N (0.01, 0.27, 9.78)  -0.413
N (-9.76, -0.34, -4.40)  -0.362
N (4.83, 2.66, -0.84)  -0.614
N (1.94, -0.87, -7.10)  -0.392
N (-1.87, 5.90, 0.61)  -0.284
N (0.80, -4.04, -1.93)  1.247
N (2.54, 0.83, 3.75)  1.012
N (-0.01, 3.47, -1.87)  1.651
N (2.01, -6.19, 2.58)  -0.512
C (0.66, 2.92, -3.07)  -0.907
C (-10.10, -1.24, -1.91)  0.667
C (5.59, 4.30, -2.95)  0.596
C (3.83, -1.18, 3.18)  -1.283
C (1.90, 2.98, 2.73)  -1.752
C (1.38, -1.07, 2.61)  1.507
C (0.22, 4.96, -1.81)  -0.798
C (-1.88, 1.80, -2.38)  -0.801
C (-0.83, -2.03, -0.65)  -0.372
C (5.39, 0.31, -1.99)  0.197
C (-1.08, -3.69, -3.44)  -1.778
C (-1.26, 8.19, -0.39)  0.659
C (2.49, -0.71, 3.67)  1.588
C (2.18, -1.25, 5.13)  -0.913
C (1.76, -1.55, 9.65)  0.638
C (-1.34, -3.42, -0.95)  -2.058
C (4.30, 0.10, -6.59)  0.651
C (-1.08, -5.64, -2.01)  -1.701
C (-1.89, 1.09, 8.13)  0.558
C (-0.64, -4.15, -2.05)  1.459
C (1.05, -5.69, 4.94)  0.521
C (1.57, -2.72, -1.53)  2.820
C (1.29, 1.80, 3.49)  1.656
C (-0.17, -1.72, -8.41)  0.428
C (-9.67, -0.45, -6.98)  0.654
C (0.26, 1.08, 2.63)  0.373
C (0.55, 2.82, -0.67)  -0.042
C (0.03, -0.37, 2.89)  -1.253
C (0.71, -2.13, -0.36)  0.012
C (1.39, -1.78, -2.68)  -1.834
C (0.84, 2.12, 4.91)  -2.031
C (-1.46, 3.17, -1.92)  0.117
C (-1.97, 5.83, 3.54)  0.520
C (3.00, -2.99, -1.21)  -1.020
C (2.30, -8.19, 0.86)  0.408
H (-1.11, -1.35, -1.46)  -0.181
H (1.70, -0.73, 1.61)  -0.793
H (1.92, -0.82, -2.72)  -0.076
H (-0.89, -6.14, -1.01)  0.339
H (-1.25, 1.00, -1.95)  -0.164
H (-0.69, -0.82, 2.20)  0.179
H (1.76, 3.01, -3.06)  -0.048
H (-1.08, -2.64, -3.59)  0.363
H (3.46, -2.05, -0.84)  -0.189
H (-0.64, 1.66, 2.82)  0.822
H (4.53, -0.72, 3.93)  0.605
H (-0.15, 5.41, -2.69)  0.479
H (-1.33, -4.01, -0.05)  0.483
H (1.72, -2.36, -3.59)  0.522
H (2.51, 2.61, 1.94)  0.834
H (1.53, 2.58, 5.50)  0.940
H (0.36, -1.51, -2.92)  0.030
H (1.20, -0.88, 5.50)  0.292
H (2.48, 3.72, 3.37)  0.310
H (1.27, 5.19, -1.76)  0.251
H (0.45, 1.23, 5.38)  0.214
H (-0.44, -6.19, -2.67)  0.513
H (3.84, -2.30, 3.25)  0.173
H (-0.23, 2.91, 0.08)  -0.025
H (0.92, 1.81, -0.79)  -0.585
H (3.08, -1.00, 5.78)  0.483
H (-1.29, -1.69, 0.30)  0.496
H (-2.32, 0.87, -4.03)  0.314
H (1.23, -2.18, 2.49)  -0.745
H (0.59, 1.19, 1.55)  -0.984
H (0.30, 3.51, -3.93)  0.489
H (-1.98, 3.88, -2.57)  0.528
H (1.08, 3.67, 2.53)  0.002
H (-2.01, -4.18, -3.67)  0.570
H (4.07, -0.88, 2.14)  0.009
H (1.47, 3.36, -0.40)  0.233
H (0.76, -2.67, 0.60)  -0.075
H (3.49, -3.28, -2.15)  0.590
H (1.14, -1.20, -0.14)  -0.182
H (0.53, 1.84, -3.15)  0.378
H (2.10, -2.37, 4.93)  -0.104
H (0.02, 2.80, 4.70)  0.307
H (-0.23, -4.00, -4.06)  0.403
H (-2.38, -3.33, -1.28)  0.512
H (-2.86, 1.55, -2.06)  0.845
H (-1.78, 3.32, -0.91)  -0.182
H (-0.29, -0.61, 3.95)  0.483
H (3.10, -3.86, -0.52)  0.069
H (-0.29, 5.31, -0.93)  0.078
H (-2.20, -5.75, -2.28)  0.398

Properties
Charge ... -3

---

Record 5
# C8H6F3NO2

One molecule with the formula C8H6F3NO2 at a distorted geometry (ωB97M-V/def2-TZVPD, the Open Molecules 2025 dataset).

Each line ends with the Mulliken charge.
Element x y z (Å)
F (-3.41, -0.38, 0.33)  -0.283
F (-1.85, -1.19, -1.56)  -0.309
F (-1.36, -2.41, 0.19)  -0.280
O (-1.10, 1.66, 1.55)  -0.561
O (-2.41, 1.90, -0.16)  -0.554
N (-1.79, 1.26, 0.64)  1.017
C (-1.25, -1.20, -0.30)  0.856
C (1.10, -0.98, 0.64)  -0.480
C (0.17, -0.62, -0.32)  -0.044
C (2.54, 0.73, -0.20)  -0.290
C (2.34, -0.37, 0.61)  -0.393
C (1.65, 1.07, -1.13)  -0.563
C (-2.13, -0.24, 0.71)  -0.166
C (0.49, 0.25, -1.30)  -0.121
H (3.24, -0.73, 1.06)  0.399
H (0.83, -1.82, 1.33)  0.336
H (-0.24, 0.36, -2.16)  0.347
H (-2.04, -0.41, 1.77)  0.407
H (1.65, 1.95, -1.73)  0.429
H (3.57, 1.18, 0.04)  0.251

Properties
Energy relative to the best compared isomer or geometry (same formula, charge and spin) ... 288.6 kJ/mol
SMILES ... O=[N+]([O-])[C@@H](F)C(F)(F)c1ccccc1

---

Record 6
# C3H4O3Sc

C3H4O3Sc as an isolated structure at a distorted geometry (ωB97M-V/def2-TZVPD, the Open Molecules 2025 dataset).

Each line ends with the Löwdin spin population.
Element x y z (Å)
Sc (1.34, -2.10, -0.40)  0.963
O (0.54, 0.15, 1.50)  0.011
O (0.90, 2.32, 2.01)  0.000
O (0.38, 1.68, -0.07)  0.003
C (0.77, 1.37, 1.25)  0.001
C (-0.58, 0.82, -0.57)  0.000
C (-0.57, -0.56, -0.55)  0.012
H (-1.54, 1.10, -0.13)  0.000
H (-0.49, -0.05, -1.81)  0.003
H (0.63, -3.62, -1.18)  0.004
H (-1.38, -1.11, -0.06)  0.003

Properties
⟨S²⟩ ... 0.7513
Energy relative to the best compared isomer or geometry (same formula, charge and spin) ... 551.6 kJ/mol
Spin multiplicity ... 2

---

Record 7
# C8H18N2O

C8H18N2O as an isolated structure at a distorted geometry (ωB97M-V/def2-TZVPD, the Open Molecules 2025 dataset).

Each line ends with the Mulliken charge.
Element x y z (Å)
O (-2.77, 2.38, -0.37)  -0.533
N (-2.05, 1.45, 0.10)  -0.013
N (-2.77, 0.25, 0.14)  0.368
C (-0.48, -0.78, 0.69)  -0.351
C (-2.10, -1.07, 0.52)  -0.758
C (3.29, 2.09, 0.31)  -1.120
C (0.13, -1.09, -0.80)  -0.657
C (2.67, 1.01, -0.53)  0.209
C (2.54, -0.35, 0.09)  -1.115
C (1.52, -1.59, -0.40)  -0.683
C (-4.20, 0.18, -0.29)  -0.874
H (-4.43, -0.81, -0.42)  0.411
H (2.31, -0.56, 1.22)  0.267
H (1.57, 1.28, -0.49)  -0.005
H (-0.24, -2.02, -0.96)  0.511
H (-2.50, -1.86, -0.37)  0.296
H (2.13, -2.37, -1.28)  0.269
H (4.43, 2.48, 0.48)  0.286
H (2.54, 3.20, 0.11)  0.262
H (0.00, -1.30, 1.69)  0.361
H (3.49, -0.56, 0.13)  0.718
H (-4.27, 0.79, -1.28)  0.279
H (-5.04, 0.69, 0.45)  0.219
H (1.46, -2.47, 0.63)  0.247
H (-0.26, 0.35, 0.98)  0.322
H (0.00, -0.38, -1.67)  0.300
H (3.18, 0.61, -1.59)  0.231
H (2.78, 2.13, 1.42)  0.267
H (-2.95, -1.67, 1.47)  0.285

Properties
Energy relative to the best compared isomer or geometry (same formula, charge and spin) ... 1090.2 kJ/mol

---

Record 8
# C3H4N4

C3H4N4 as an isolated structure at a distorted geometry (ωB97M-V/def2-TZVPD, the Open Molecules 2025 dataset).

Each line ends with the Mulliken charge.
Element x y z (Å)
N (-1.18, -0.87, -0.45)  -0.294
N (-1.25, 0.90, 1.01)  -0.570
N (1.81, -0.48, -0.41)  -0.408
N (-0.34, -0.07, -1.27)  -0.453
C (-0.09, 1.05, 0.42)  -0.063
C (-1.75, -0.27, 0.58)  0.037
C (0.54, -0.09, -0.28)  0.408
H (2.29, -0.72, 0.44)  0.254
H (2.02, -1.08, -1.20)  0.287
H (-2.62, -0.71, 1.02)  0.415
H (0.42, 2.00, 0.39)  0.387

Properties
Energy relative to the best compared isomer or geometry (same formula, charge and spin) ... 451.2 kJ/mol

---

Calculated total energy readings, ordered: -15582.9344, -27557.9372, -172046.8569, -333644.0147, -22126.8749, -30010.5799, -13604.2823, -9132.1808 eV